Entry one
C3H10NO2P | wB97M-V/def2-TZVPD

```
17
Properties=species:S:1:pos:R:3:nbo_charge:R:1
C -0.25118 0.69413 2.11525 -0.64
C -1.42416 0.98199 -0.64572 -0.42
C 0.46650 0.42454 0.84955 -0.24
N -0.33433 0.01860 -0.26943 -0.65
O 2.36805 -3.35668 -1.65447 -1.02
O 1.16384 -1.29473 -2.46343 -1.04
P 2.21012 -2.50459 -2.83574 1.52
H -0.91039 -0.13103 2.27875 0.20
H 0.47527 0.62911 3.04064 0.23
H -1.01353 1.56955 2.05552 0.22
H -2.00956 0.68798 -1.53519 0.21
H -2.26671 1.16790 0.19768 0.16
H -0.84041 1.85635 -0.68649 0.19
H 0.90133 1.43043 0.56965 0.18
H 1.12938 -0.40020 0.80364 0.21
H -0.82158 -0.92329 -0.19882 0.36
H 1.15736 -0.85007 -1.62136 0.53
```

Output
Gap between HOMO and LUMO, eV: 9.255
E_LUMO, eV: 0.034
Net charge: 0

Entry two
C3H10NO2P | wB97M-V/def2-TZVPD

```
17
Properties=species:S:1:pos:R:3:nbo_charge:R:1
C 2.45822 1.90945 -3.18951 -0.37
C -2.31123 -2.08267 2.09750 -0.26
C 1.49254 1.42879 -2.41252 -0.41
N 0.60359 -0.30714 0.57290 -1.20
O -1.25864 0.68634 1.99160 -1.01
O -1.02533 -1.84356 1.59280 -0.83
P -0.15266 -0.53093 2.08077 1.48
H 3.16389 2.63065 -2.79391 0.19
H 2.56263 1.62216 -4.22688 0.19
H -1.77522 0.77641 1.24816 0.49
H -2.87103 -2.74131 1.30236 0.19
H -2.82027 -1.13528 2.38765 0.19
H -2.30156 -2.66575 3.01888 0.17
H 1.36855 1.68477 -1.33966 0.19
H 0.70281 1.03101 -3.05813 0.20
H 1.14308 -1.05688 0.22364 0.40
H 1.02063 0.59394 0.50436 0.38
```

Output
Gap between HOMO and LUMO, eV: 9.660
E_LUMO, eV: 0.907
Net charge: 0

Of them, entry two has the lowest stability.

Entry one
C4H8OS | wB97M-V/def2-TZVPD

```
14
Properties=species:S:1:pos:R:3:nbo_charge:R:1
C 0.05090 1.67926 0.23880 -0.39
C 0.42738 0.40775 0.09010 -0.16
C 0.05995 -1.85097 -0.70321 -0.61
C -0.45786 -0.80860 0.36894 -0.44
O 2.17249 4.62542 0.57983 -0.66
S 1.14685 4.78985 -0.49237 0.68
H 0.58089 2.54193 0.00748 0.17
H -0.95851 1.89166 0.49876 0.18
H 1.36203 -0.00821 -0.19697 0.19
H 1.08757 -2.12895 -0.32565 0.21
H 0.08362 -1.27422 -1.60856 0.20
H -0.74284 -2.74217 -0.91514 0.21
H -0.27425 -1.24976 1.40236 0.22
H -1.44373 -0.53189 0.05030 0.21
```

Output
Gap between HOMO and LUMO (alpha / beta), eV: 7.696 / 7.759
E_LUMO (alpha / beta), eV: -1.680 / -1.681
Net charge: 0

Entry two
C4H8OS | wB97M-V/def2-TZVPD

```
14
Properties=species:S:1:pos:R:3:nbo_charge:R:1
C -0.33573 -0.17570 -1.27098 -0.10
C -0.64945 -0.80064 0.20182 -0.46
C -0.35800 0.08527 1.28672 -0.28
C 0.60181 1.12873 0.95481 -0.51
H 1.73238 -0.98030 -2.51168 0.48
H -1.09484 -0.72806 -1.92097 0.20
H -0.40316 1.03262 -1.29805 0.21
H -1.74211 -1.32128 0.49172 0.22
H 0.22313 -1.52531 0.30254 0.26
H -0.24815 -0.28688 2.43658 0.25
H 1.39764 1.39086 1.82846 0.24
H 0.93872 1.16992 -0.12109 0.24
O 1.02910 -0.77232 -1.40177 -0.79
S -1.09134 1.78309 1.02188 0.03
```

Output
Gap between HOMO and LUMO, eV: 8.672
E_LUMO, eV: 0.102
Net charge: 0

Entry three
C4H8OS | wB97M-V/def2-TZVPD

```
14
Properties=species:S:1:pos:R:3:nbo_charge:R:1
C 1.43141 -1.20433 0.74360 -0.32
C 0.12188 -1.19154 0.67400 -0.25
C -0.22645 -0.17636 -1.54610 -0.43
C -0.60463 -0.46694 -0.28770 -0.11
O 0.07711 2.19065 0.29785 -0.93
S -2.25866 0.04158 0.31200 0.01
H 1.94766 -1.90237 1.33023 0.19
H 1.97688 -0.72779 0.05414 0.19
H -0.50514 -1.64609 1.45500 0.21
H 0.53661 -0.55647 -2.16603 0.21
H -0.96723 0.28216 -2.26540 0.19
H 0.61519 3.05665 0.46099 0.47
H -0.26155 2.41899 -0.60866 0.47
H -1.88308 -0.11812 1.54607 0.11
```

Output
Gap between HOMO and LUMO, eV: 8.976
E_LUMO, eV: 0.588
Net charge: 0

Of them, entry two has the lowest stability.

Entry one
C3H9N2O | wB97M-V/def2-TZVPD

```
15
Properties=species:S:1:pos:R:3:nbo_charge:R:1
C 1.46694 0.62649 1.41008 -0.28
C 0.82058 -0.48359 1.14972 -0.28
C 0.17788 -0.70713 -0.22414 0.71
N 0.72928 -0.14748 -1.29676 -0.82
N -1.54776 0.34555 -0.12122 -0.93
O -0.27382 -1.87435 -0.38985 -0.62
H 1.85744 0.77008 2.38152 0.23
H 1.59712 1.36497 0.68071 0.19
H 0.52471 -1.13714 2.00358 0.26
H 0.76526 -0.61782 -2.21614 0.41
H 1.12960 0.71905 -1.47353 0.42
H -2.28132 -0.29179 0.27791 0.41
H -1.91166 0.74382 -0.89744 0.39
H -1.40182 1.13550 0.50005 0.40
H -0.53878 -2.16055 -1.31389 0.52
```

Output
Gap between HOMO and LUMO, eV: 11.225
E_LUMO, eV: -3.675
Net charge: +1

Entry two
C3H9N2O | wB97M-V/def2-TZVPD

```
15
Properties=species:S:1:pos:R:3:nbo_charge:R:1
C 0.34122 -0.97482 1.06659 0.02
C 2.05864 1.75322 -1.19635 -0.56
C -1.15590 -0.81025 1.24178 -0.48
N 0.89793 1.06275 -0.84161 0.15
N -1.84491 -0.63951 -0.02792 -0.69
O 0.28097 0.39448 -1.65953 -0.34
H 0.75179 -1.18309 2.15606 0.15
H 2.88769 1.04848 -0.90709 0.29
H 2.27950 2.75004 -0.70357 0.28
H 2.30568 1.58647 -2.34866 0.23
H -1.42607 -0.07817 2.08796 0.29
H -1.45686 -1.83204 1.73234 0.29
H -1.40400 0.03405 -0.61104 0.47
H -2.90400 -0.52285 -0.02563 0.45
H -1.63777 -1.33123 -0.67757 0.44
```

Output
Gap between HOMO and LUMO (alpha / beta), eV: 8.155 / 8.155
E_LUMO (alpha / beta), eV: -4.999 / -4.999
Net charge: +1

Entry three
C3H9N2O | wB97M-V/def2-TZVPD

```
15
Properties=species:S:1:pos:R:3:nbo_charge:R:1
C -0.65394 0.08780 -0.37804 0.04
C 0.94669 -0.15437 -0.10475 0.59
C 1.62749 1.07367 -0.25031 -0.75
N -1.03255 -1.48472 -0.22605 -0.77
N -1.10861 0.72436 0.78106 -0.83
O 1.41170 -1.18631 0.37783 -0.51
H -0.79566 0.49355 -1.36337 0.26
H 0.92970 1.79325 -0.63118 0.23
H 2.58110 1.06656 -0.95856 0.30
H 1.99263 1.38136 0.75467 0.29
H -2.01068 -1.60578 0.16757 0.44
H -0.94977 -2.05262 -1.01928 0.43
H -1.91488 1.25265 0.67870 0.41
H -0.17379 -1.65601 0.48781 0.46
H -0.84944 0.26661 1.68389 0.41
```

Output
Gap between HOMO and LUMO, eV: 10.915
E_LUMO, eV: -3.748
Net charge: +1

Of them, entry two has the lowest stability.

Entry one
CH6N4S | wB97M-V/def2-TZVPD

```
12
Properties=species:S:1:pos:R:3:nbo_charge:R:1
C -0.90787 -0.66311 -0.37493 0.31
N 2.28637 2.57378 0.05510 -0.35
N -2.01817 -1.09446 -1.00718 -0.80
N -0.62768 -0.86795 0.83262 -0.73
N 1.72448 1.47735 0.09534 -0.30
S 2.15166 0.13260 0.99492 0.06
H -0.30265 0.02719 -0.95734 0.20
H 3.13537 2.75182 0.61730 0.28
H -2.69175 -1.46876 -0.36920 0.38
H -2.19253 -1.08618 -1.95955 0.40
H 0.86490 -0.42623 0.77678 0.21
H -1.42213 -1.35604 1.29614 0.35
```

Output
Gap between HOMO and LUMO, eV: 8.997
E_LUMO, eV: 0.726
Net charge: 0

Entry two
CH6N4S | wB97M-V/def2-TZVPD

```
12
Properties=species:S:1:pos:R:3:nbo_charge:R:1
C 0.36243 -0.41469 0.33887 0.54
H 1.07430 0.09522 -1.70774 0.34
H -0.35557 0.85894 -1.95894 0.34
H -0.64911 -1.88125 -0.60148 0.41
H 1.28053 -1.29473 1.95957 0.33
H 0.72970 1.28092 1.51314 0.40
H -1.94229 1.23700 1.20278 0.13
N 0.02613 -0.21177 -1.90392 -0.65
N -0.61150 -0.80153 -0.67602 -0.50
N 0.93955 -1.52729 0.92567 -0.74
N 0.25657 0.94668 0.79428 -0.78
S -1.11074 1.71250 0.11380 0.19
```

Output
Gap between HOMO and LUMO, eV: 9.752
E_LUMO, eV: 0.452
Net charge: 0

Of them, entry two has the lowest stability.

Entry one
C4H8ClFN2 | wB97M-V/def2-TZVPD

```
16
Properties=species:S:1:pos:R:3:nbo_charge:R:1
C -0.52029 -1.00879 -0.53708 -0.09
C -0.89953 0.44708 -0.45094 -0.43
C 0.50695 0.92126 -0.43000 -0.10
C 0.86922 -0.49406 0.02046 0.32
H -1.05402 -1.34546 1.29734 0.36
H -1.05256 -2.75225 0.47594 0.37
H -0.67488 -1.44954 -1.57095 0.22
H -1.41404 0.65373 0.42877 0.22
H -1.36774 0.84813 -1.37702 0.22
H 0.98799 1.03118 -1.37701 0.21
H 0.87875 2.97063 0.20948 0.38
H 0.84335 1.74254 1.35644 0.37
N -1.28936 -1.77363 0.34957 -0.82
N 1.04709 1.89539 0.38590 -0.84
F 0.69078 -0.48733 1.42513 -0.39
Cl 2.44830 -1.19887 -0.20601 -0.01
```

Output
Gap between HOMO and LUMO, eV: 10.160
E_LUMO, eV: 0.944
Net charge: 0

Entry two
C4H8ClFN2 | wB97M-V/def2-TZVPD

```
16
Properties=species:S:1:pos:R:3:nbo_charge:R:1
C 0.20610 0.60157 -2.43942 -0.12
C -1.56158 0.94270 0.77686 0.35
C 0.49578 -0.01483 -0.06964 0.03
C -0.52136 -0.80444 1.94407 -0.41
N 0.76253 0.20056 -1.37910 -0.46
N -0.57284 0.07742 0.79297 -0.31
F -2.63005 0.73016 1.55486 -0.33
Cl 3.45969 -1.05714 -1.31290 -0.38
H 0.73057 0.76807 -3.32413 0.17
H -0.79805 1.00203 -2.47056 0.13
H -1.94460 1.58087 0.00475 0.18
H 1.28219 -0.63227 0.54317 0.17
H 0.39784 -1.39802 1.82117 0.23
H -0.35081 -0.38664 2.86700 0.22
H -1.39659 -1.37680 2.05124 0.23
H 2.44118 -0.23326 -1.36032 0.30
```

Output
Gap between HOMO and LUMO (alpha / beta), eV: 7.615 / 7.175
E_LUMO (alpha / beta), eV: 0.159 / -0.212
Net charge: 0

Of them, entry two has the lowest stability.

Entry one
C9H14INSi | wB97M-V/def2-TZVPD

```
26
Properties=species:S:1:pos:R:3:nbo_charge:R:1
C -2.70941 0.15019 0.68042 -0.22
C -2.21674 0.17848 -0.71966 -0.24
C -0.11494 1.13294 -0.06097 -0.30
C -2.00302 0.64989 1.70100 -0.15
C -0.45013 0.79969 1.35140 -0.26
C -1.01266 0.61389 -1.11957 0.05
C 0.87407 0.14318 0.51627 -0.44
C -0.49473 0.63812 -2.51850 -0.64
C 2.23122 0.77130 0.82609 -0.62
N 1.85656 -2.62093 0.77298 -1.29
Si 0.64634 -1.66013 0.02691 1.38
I 3.81840 -2.53764 0.22649 0.32
H -3.72472 -0.03125 0.86929 0.20
H -2.91568 -0.27720 -1.45258 0.21
H 0.10311 2.18446 -0.37203 0.21
H -2.17172 0.84607 2.71154 0.21
H -0.32950 1.65349 2.03179 0.21
H 0.06214 1.64336 -2.68640 0.21
H -1.23392 0.42255 -3.26712 0.22
H 0.30107 -0.04373 -2.72920 0.23
H 2.28761 1.51020 1.71048 0.22
H 2.54210 1.37230 0.05652 0.21
H 3.07509 -0.01336 0.91082 0.22
H 1.61706 -3.47911 1.34253 0.43
H -0.60565 -2.21249 0.62145 -0.18
H 0.56808 -1.83428 -1.42994 -0.20
```

Output
Gap between HOMO and LUMO, eV: 7.912
E_LUMO, eV: -0.122
Net charge: 0

Entry two
C9H14INSi | wB97M-V/def2-TZVPD

```
26
Properties=species:S:1:pos:R:3:nbo_charge:R:1
C -0.31772 -0.39808 1.70793 -0.16
C 0.03170 -1.58482 1.13635 -0.24
C -0.98649 -1.11386 -0.93297 -0.15
C -1.09903 0.61880 0.96624 -0.27
C -1.44551 0.23247 -0.47196 -0.24
C -0.30010 -1.94231 -0.18461 -0.07
C -0.49934 1.44231 -0.13423 -0.44
C 0.28788 -3.19282 -0.65187 -0.61
C -1.17969 2.83900 -0.35380 -0.61
N 2.43328 0.63383 0.55980 -1.27
Si 1.36076 1.63055 -0.47301 1.32
I 4.32305 0.14929 -0.19460 0.30
H -0.22476 -0.09250 2.80122 0.23
H 0.52168 -2.37075 1.68780 0.21
H -1.32967 -1.34944 -1.99251 0.21
H -1.85836 1.12720 1.64172 0.22
H -2.41938 0.54242 -0.89221 0.23
H -0.20087 -3.97488 -0.18568 0.22
H 1.28665 -3.15661 -0.18680 0.21
H 0.26899 -3.21227 -1.71878 0.22
H -0.69170 3.50250 0.36624 0.21
H -2.10431 2.64720 0.16478 0.22
H -0.99479 3.10353 -1.34798 0.22
H 1.77251 -0.15824 0.88583 0.41
H 1.38277 1.10125 -1.94665 -0.19
H 1.98245 2.97626 -0.25024 -0.17
```

Output
Gap between HOMO and LUMO, eV: 8.119
E_LUMO, eV: -0.164
Net charge: 0

Of them, entry one has the lowest stability.